No. 1
{
  "formula": "C4H23NO9",
  "method": "ωB97M-V with the def2-TZVPD basis set",
  "elements": ["N", "C", "C", "C", "C", "O", "O", "H", "H", "H", "H", "H", "H", "H", "H", "H", "O", "H", "H", "O", "H", "H", "O", "H", "H", "O", "H", "H", "O", "H", "H", "O", "H", "H", "O", "H", "H"],
  "xyz": [[-1.30581, 1.95983, -0.39749], [-0.43367, 1.35726, -1.42899], [0.33221, 0.20286, -0.71514], [-0.49105, -1.07247, -0.67040], [0.10669, -2.15249, 0.14994], [0.70163, -3.14166, -0.21574], [0.14317, -1.90745, 1.50681], [-1.84789, 1.22089, 0.03850], [-1.92732, 2.65591, -0.79587], [-1.01261, 1.02352, -2.30016], [0.34365, 2.06730, -1.72393], [1.23434, 0.20127, -1.33721], [0.55556, 0.61432, 0.26352], [-1.49719, -0.73718, -0.38070], [-0.70954, -1.66104, -1.58444], [0.70426, -2.61957, 1.81965], [1.40174, 2.93481, 0.93759], [0.52554, 2.52110, 0.90938], [1.95291, 2.17061, 0.68679], [3.73148, -1.77401, 0.31226], [2.95902, -2.30969, 0.09684], [4.42545, -1.93213, -0.33491], [-3.31602, -0.58650, 0.68777], [-3.67224, -1.48871, 0.71693], [-3.09846, -0.54546, 1.64022], [3.77830, -0.07216, -2.03742], [3.39674, 0.35682, -1.24761], [3.19758, 0.12111, -2.77815], [-3.19734, 0.07520, 3.26158], [-2.54445, 0.15864, 3.95255], [-3.59342, 0.95504, 3.23421], [-3.53287, 0.02236, -1.95496], [-3.51768, -0.54074, -1.16908], [-3.49916, 0.89890, -1.55950], [3.02356, 0.55802, 0.53906], [3.09490, -0.46327, 0.65785], [3.58799, 0.92873, 1.22024]],
  "smiles": "NCCCC(=O)O.O.O.O.O.O.O.O",
  "spin_multiplicity": 1,
  "relative_energy_kcal_mol": 53.7,
  "max_force_ev_per_a": 2.509,
  "energy_ha": -898.11740,
  "gap_ev": 9.672
}


No. 2
{
  "formula": "C2H3OPS2",
  "method": "ωB97M-V with the def2-TZVPD basis set",
  "elements": ["C", "C", "O", "P", "S", "S", "H", "H", "H"],
  "xyz": [[1.22385, 1.52392, 0.07872], [0.57643, 0.60698, 0.47039], [-1.45764, -0.46368, 1.66504], [-0.20913, -0.96131, 0.71027], [0.95866, -2.31359, 1.40401], [-0.90882, -0.89263, -2.61601], [1.82631, 2.45972, -0.02335], [-2.13930, -0.03224, 1.12242], [0.12964, 0.07282, -2.81148]],
  "spin_multiplicity": 1,
  "relative_energy_kcal_mol": 68.3,
  "max_force_ev_per_a": 3.631,
  "energy_ha": -1290.85149,
  "gap_ev": [7.718, 6.456]
}